Entry 1:
Here is a cluster of 9 separate species, C27H58N6O13 in total from the OMol25 dataset. Energies are from ωB97M-V/def2-TZVPD.

ΔE to the lowest compared entry with this formula, charge and spin (kcal/mol): 72.5
Molecular weight (Da): 674.79
Strongest force on any atom (eV/Å): 6.78

Structure (ORCA input):
```
! wB97M-V def2-TZVPD RIJCOSX def2/J DEFGRID3
* xyz 0 1
C 8.2917 4.6510 -2.4474
C 8.6433 3.1945 -2.2004
C 9.5337 2.7669 -1.0454
O 8.9233 1.6337 -0.5285
C 7.7171 1.5791 -0.9695
O 6.9522 0.6510 -0.6192
O 7.4830 2.5357 -1.8131
H 7.5815 4.7817 -3.2639
H 9.2112 5.0742 -2.8518
H 7.9745 5.3010 -1.6318
H 8.8730 2.5768 -3.0686
H 9.6085 3.6412 -0.3988
H 10.5680 2.5413 -1.3051
C 0.5740 -10.0574 7.4233
C 1.1802 -8.7922 6.8007
C 0.3219 -8.2891 5.6381
O 0.3410 -6.8757 5.8357
C 0.7539 -6.6071 7.0824
O 0.8347 -5.4469 7.5884
O 1.0737 -7.7511 7.7155
H 0.8679 -10.9459 6.8645
H -0.5041 -10.2149 7.4547
H 0.9743 -10.0704 8.4370
H 2.2565 -8.8089 6.6294
H -0.7068 -8.6403 5.7194
H 0.7017 -8.5965 4.6638
C -5.7560 -3.8201 -4.4602
N -6.7425 -4.5505 -5.3081
C -6.1412 -5.0124 -6.5516
C -8.0361 -4.8282 -4.9233
O -8.7976 -5.4799 -5.6404
H -4.8242 -4.3775 -4.3645
H -6.1275 -3.5196 -3.4805
H -5.5811 -2.8401 -4.9042
H -5.3737 -5.7308 -6.2635
H -6.8730 -5.3215 -7.2980
H -5.5658 -4.2006 -6.9966
H -8.2160 -4.2716 -3.9906
C 3.1164 -1.4156 -6.6415
N 1.8233 -0.8956 -6.1424
C 0.6116 -1.5549 -6.6646
C 1.7377 0.2126 -5.4050
O 0.6917 0.6982 -4.9873
H 3.0633 -1.4425 -7.7298
H 3.2288 -2.4277 -6.2527
H 3.9771 -0.7878 -6.4106
H -0.2282 -0.8660 -6.5740
H 0.6255 -1.7628 -7.7345
H 0.2523 -2.4560 -6.1676
H 2.7189 0.7015 -5.3019
C -3.0774 7.5968 8.8468
N -2.3217 6.3477 8.6896
C -1.1006 6.2695 9.4526
C -2.7138 5.4235 7.8199
O -1.9189 4.4975 7.4879
H -4.1381 7.4676 8.6317
H -2.6636 8.3949 8.2304
H -3.1295 7.8040 9.9157
H -0.4488 7.1066 9.2028
H -1.3163 6.5212 10.4910
H -0.4996 5.3614 9.5002
H -3.6915 5.5438 7.3283
C 1.9513 -8.0658 -4.1824
N 2.3873 -7.8326 -2.7756
C 1.8623 -6.6941 -2.0473
C 3.1562 -8.7577 -2.1666
O 3.5203 -8.7143 -0.9865
H 2.1977 -7.2427 -4.8531
H 0.8780 -8.2363 -4.0977
H 2.4599 -8.9402 -4.5884
H 2.2878 -6.4468 -1.0748
H 2.0391 -5.7752 -2.6063
H 0.7822 -6.7963 -1.9420
H 3.4528 -9.5782 -2.8382
C -6.5942 3.8129 -0.0936
N -6.0070 5.0145 -0.7125
C -5.4266 4.7354 -1.9974
C -6.0833 6.2448 -0.1227
O -6.8310 6.4837 0.7934
H -7.1655 3.1978 -0.7889
H -7.1340 3.9257 0.8466
H -5.8020 3.0822 0.0700
H -4.5915 4.0436 -1.8873
H -6.1272 4.2095 -2.6460
H -4.9423 5.6156 -2.4202
H -5.4877 6.9706 -0.6978
C 0.1556 6.9353 0.9754
N 0.9366 8.0016 0.3764
C 2.1582 7.6076 -0.2516
C 0.6507 9.2525 0.6527
O 1.3123 10.2541 0.3375
H 0.7979 6.3336 1.6186
H -0.3497 6.2363 0.3091
H -0.6573 7.2294 1.6394
H 2.7363 7.1208 0.5339
H 1.8951 6.9261 -1.0606
H 2.7218 8.4958 -0.5373
H -0.2081 9.2797 1.3411
C -0.5054 0.0292 1.5042
O -0.9573 -0.7254 0.3761
H -0.6068 -0.5724 2.4075
H 0.5438 0.2689 1.3315
H -1.0717 0.9606 1.5059
H -0.9282 -0.1062 -0.3570
*
```

Löwdin atomic charge list, values in e, 5 entries:
1. C -0.007
2. C -0.317
3. C -0.103
4. O 0.123
5. C -0.599

---

Entry 2:
Here is a structure of composition C27H58NOsP3 from the OMol25 dataset. Energies are from ωB97M-V/def2-TZVPD.

ΔE to the lowest compared entry with this formula, charge and spin (kcal/mol): 0.0
<S²>: 6.02
Molecular weight (Da): 679.92
Strongest force on any atom (eV/Å): 5.73

Structure (ORCA input):
```
! wB97M-V def2-TZVPD RIJCOSX def2/J DEFGRID3
* xyz 2 5
P -0.4329 2.4972 -0.1327
P 1.4648 0.0512 -0.2204
C 1.3981 2.8333 -0.1340
C 2.1347 1.6777 -0.8305
H 1.7033 2.8945 0.9177
H 1.6280 3.7983 -0.6011
H 1.9445 1.7069 -1.9103
H 3.2194 1.7440 -0.6847
C 2.5142 -0.3107 1.2466
H 2.3248 -1.3397 1.5655
H 2.2282 0.3530 2.0672
H 3.5807 -0.1865 1.0285
C 2.1030 -1.1523 -1.4507
H 3.1767 -1.0285 -1.6292
H 1.5575 -1.0258 -2.3898
H 1.9113 -2.1636 -1.0806
C -1.0781 3.7016 1.0931
H -2.1721 3.7559 1.0802
H -0.6588 4.6883 0.8787
H -0.7420 3.3992 2.0891
C -0.9957 3.2328 -1.7222
H -0.6780 2.5917 -2.5491
H -0.6002 4.2442 -1.8687
H -2.0890 3.2653 -1.7237
Os -0.7638 0.2698 0.1420
C 5.7262 3.5213 -1.7903
C 5.8303 3.3374 -0.4687
C 5.9819 4.3416 0.6436
C 5.6193 5.8096 0.3282
C 4.1864 5.9830 -0.1151
C 3.6635 5.8381 -1.3385
C 4.3252 5.4727 -2.6414
C 5.7212 4.8154 -2.5680
C -2.8367 0.4676 0.5267
H 5.5989 2.6239 -2.3959
H 5.8021 2.3039 -0.1208
H 7.0162 4.3052 1.0203
H 5.3566 4.0032 1.4818
H 5.7711 6.3902 1.2457
H 6.3170 6.2183 -0.4050
H 3.4881 6.2323 0.6841
H 2.5895 6.0060 -1.4281
H 4.3895 6.3714 -3.2748
H 3.6491 4.7901 -3.1752
H 6.0389 4.6034 -3.5958
H 6.4484 5.5249 -2.1689
H -3.3984 -0.2886 -0.0327
H -3.2558 1.4530 0.2853
H -3.0031 0.2849 1.5973
C -4.5174 -1.8789 2.4682
C -3.1943 -2.6975 2.3660
C -2.1528 -2.0670 3.3142
C -3.6016 -4.0744 2.9305
P -2.4297 -2.8454 0.5506
N -1.1050 -1.8073 0.3957
C -1.3105 -4.4549 0.4125
C -2.0782 -5.8075 0.4871
C -0.5278 -4.4416 -0.9208
C -0.2503 -4.4751 1.5374
C -3.6733 -2.7484 -1.0001
C -4.0870 -4.1486 -1.5046
C -5.0734 -2.1008 -0.7033
C -2.9899 -2.0163 -2.1758
H -4.8173 -1.7733 3.5351
H -5.3596 -2.4111 2.0004
H -4.5367 -0.8709 2.0672
H -2.5525 -1.9943 4.3494
H -1.2232 -2.6575 3.3644
H -1.8772 -1.0475 2.9852
H -4.3305 -4.5726 2.2544
H -2.7388 -4.7265 3.1143
H -4.0839 -3.9709 3.9285
H -2.7706 -5.9881 -0.3402
H -1.3601 -6.6533 0.4369
H -2.6481 -5.9551 1.4113
H 0.0956 -3.5340 -1.0104
H 0.1471 -5.3219 -0.9887
H -1.1784 -4.4851 -1.8044
H 0.3709 -3.5564 1.5301
H -0.6970 -4.5955 2.5351
H 0.4341 -5.3420 1.4116
H -4.5737 -4.7297 -0.6914
H -4.8226 -4.0733 -2.3370
H -3.2543 -4.7091 -1.9445
H -5.1597 -1.0886 -0.2947
H -5.6703 -2.0481 -1.6403
H -5.6638 -2.7528 -0.0335
H -2.7189 -0.9738 -1.9317
H -2.0595 -2.5305 -2.4794
H -3.6637 -1.9811 -3.0596
*
```

Löwdin atomic charge list, values in e, 5 entries:
1. P 0.650
2. P 0.638
3. C -0.370
4. C -0.378
5. H 0.091

---

Entry 3:
Here is a structure of composition C27H60BN10O2Rh from the OMol25 dataset. Energies are from ωB97M-V/def2-TZVPD.

ΔE to the lowest compared entry with this formula, charge and spin (kcal/mol): 5.3
<S²>: 6.01
Molecular weight (Da): 670.56
Strongest force on any atom (eV/Å): 0.44

Structure (ORCA input):
```
! wB97M-V def2-TZVPD RIJCOSX def2/J DEFGRID3
* xyz 2 5
Rh 0.4802 -0.5153 -0.7262
C -3.7383 -1.9640 0.7581
N -3.0028 -2.9325 -0.0465
C -3.6809 -4.2055 -0.2676
C -1.7917 -2.6561 -0.5804
N -0.8512 -1.9649 0.0411
C -0.8890 -1.9025 1.5078
C 0.5292 -1.7507 2.0405
N 1.2049 -0.5927 1.4171
C 2.6799 -0.6991 1.4429
C 3.3230 -0.3867 0.0905
N 2.5437 -0.8975 -1.0396
C 3.1503 -1.5979 -1.9844
N 4.1739 -2.4563 -1.7457
C 4.2764 -3.1980 -0.5023
C 5.3053 -2.5943 -2.6568
N 2.7388 -1.4724 -3.2708
C 2.0561 -0.2780 -3.7320
C 2.7854 -2.5729 -4.2245
C 0.6941 0.6836 1.9565
C 0.9564 1.8467 1.0143
N 0.4456 1.5437 -0.3276
C 0.0739 2.5555 -1.0946
N 0.4633 3.8403 -0.8757
C -0.4629 4.9548 -1.0301
C 1.8207 4.1896 -0.4898
N -0.7275 2.3440 -2.1636
C -0.6535 3.1952 -3.3505
C -1.5009 1.1316 -2.3095
N -1.5239 -3.1686 -1.8119
C -0.1620 -3.2928 -2.2890
C -2.5308 -3.2103 -2.8661
H -4.7832 -1.9986 0.4483
H -3.6874 -2.1819 1.8263
H -3.3637 -0.9574 0.5787
H -4.0047 -4.5996 0.6966
H -4.5618 -4.0923 -0.9031
H -3.0005 -4.9196 -0.7231
H -1.5030 -1.0701 1.8603
H -1.3215 -2.8166 1.9218
H 0.5167 -1.6511 3.1322
H 1.1065 -2.6426 1.7969
H 3.0869 -0.0260 2.2039
H 2.9424 -1.7079 1.7588
H 3.4112 0.6970 -0.0302
H 4.3445 -0.7688 0.0898
H 3.3268 -3.1613 0.0267
H 4.5088 -4.2395 -0.7292
H 5.0651 -2.8121 0.1491
H 5.3513 -3.5933 -3.0945
H 5.2346 -1.8586 -3.4522
H 6.2295 -2.4170 -2.1042
H 2.2337 0.5385 -3.0368
H 2.4391 -0.0081 -4.7171
H 0.9755 -0.4414 -3.8231
H 3.0401 -3.4960 -3.7122
H 1.8015 -2.6862 -4.6839
H 3.5121 -2.3922 -5.0183
H -0.3807 0.5757 2.0983
H 1.1343 0.8867 2.9404
H 0.4745 2.7429 1.4155
H 2.0301 2.0539 0.9930
H -1.4764 4.5795 -1.1494
H -0.4318 5.5632 -0.1244
H -0.1992 5.5883 -1.8802
H 1.9079 4.4597 0.5653
H 2.4970 3.3648 -0.7087
H 2.1380 5.0459 -1.0867
H 0.1991 3.8638 -3.2809
H -0.5265 2.5662 -4.2322
H -1.5610 3.7874 -3.4776
H -2.1439 0.9669 -1.4420
H -2.1173 1.2143 -3.2011
H -0.8693 0.2333 -2.4313
H 0.5134 -3.5040 -1.4620
H -0.1178 -4.1108 -3.0087
H 0.1801 -2.3797 -2.7978
H -3.5021 -2.9176 -2.4821
H -2.2536 -2.5152 -3.6639
H -2.6041 -4.2119 -3.2911
C -4.8875 2.1865 2.9817
C -3.4072 2.4944 2.8685
C -2.7744 2.5708 4.2431
O -2.7945 1.3292 2.1734
B -2.4959 1.7463 0.9300
O -2.6442 3.0530 0.6490
C -3.0658 3.7071 1.9195
C -4.2392 4.6033 1.5862
C -1.8784 4.5379 2.3698
H -5.0224 1.2862 3.5798
H -5.3424 2.0224 2.0054
H -5.4171 3.0014 3.4755
H -3.0257 1.6740 4.8079
H -3.1594 3.4297 4.7950
H -1.6906 2.6543 4.1913
H -5.0695 4.0515 1.1530
H -3.9198 5.3592 0.8690
H -4.5963 5.1225 2.4769
H -0.9899 3.9246 2.5273
H -2.0895 5.0738 3.2949
H -1.6569 5.2768 1.6000
*
```

Löwdin atomic charge list, values in e, 5 entries:
1. Rh 1.119
2. C -0.026
3. N -0.140
4. C -0.030
5. C -0.386

---

Entry 4:
Here is a cluster of 4 separate species, C27H60ClN3 in total from the OMol25 dataset. Energies are from ωB97M-V/def2-TZVPD.

ΔE to the lowest compared entry with this formula, charge and spin (kcal/mol): 127.8
Molecular weight (Da): 462.25
Strongest force on any atom (eV/Å): 2.50

Structure (ORCA input):
```
! wB97M-V def2-TZVPD RIJCOSX def2/J DEFGRID3
* xyz 2 1
C -8.1279 -4.3882 9.1147
C -7.1589 -3.4135 8.4869
C -6.8898 -3.8781 7.0101
N -5.7469 -3.0513 6.2528
C -5.3689 -3.7794 4.8928
C -4.6980 -5.1948 5.0594
C -3.5986 -5.1353 6.1497
C -3.9204 -4.3447 7.3801
C -4.4165 -2.9366 7.0614
C -6.3414 -1.6245 6.1040
H -7.6658 -5.3553 9.3130
H -8.8395 -4.5430 8.3037
H -8.5801 -4.0149 10.0336
H -6.3258 -3.5800 9.1699
H -7.6486 -2.4414 8.5434
H -7.8075 -3.8288 6.4241
H -6.5241 -4.9040 7.0529
H -6.2226 -3.8589 4.2198
H -4.7117 -3.1764 4.2662
H -5.5099 -5.8758 5.3150
H -4.1598 -5.5293 4.1726
H -3.3179 -6.1240 6.5127
H -2.6947 -4.6933 5.7305
H -4.4643 -4.9399 8.1136
H -2.9774 -4.1630 7.8957
H -4.7004 -2.3757 7.9518
H -3.7977 -2.3604 6.3735
H -6.6775 -1.2110 7.0549
H -7.2420 -1.7681 5.5072
H -5.7496 -0.8736 5.5805
C -2.1685 -3.3637 -2.9782
C -0.6571 -3.6806 -3.1747
C 0.0954 -3.4960 -1.8790
N 1.6713 -3.5718 -1.8467
C 2.3482 -3.1536 -0.4272
C 3.8551 -3.3867 -0.4580
C 4.3626 -4.6606 -1.1612
C 3.6337 -5.0777 -2.3895
C 2.1069 -4.9557 -2.3096
C 2.2877 -2.4889 -2.8472
H -2.2450 -2.2881 -3.1372
H -2.6820 -3.7413 -2.0939
H -2.7678 -3.8130 -3.7700
H -0.3029 -3.1922 -4.0824
H -0.6575 -4.7630 -3.3030
H -0.2840 -4.2484 -1.1877
H -0.3195 -2.5836 -1.4506
H 1.8816 -3.7969 0.3189
H 2.1384 -2.1358 -0.0985
H 4.1342 -3.5461 0.5836
H 4.3607 -2.5104 -0.8637
H 4.2877 -5.5007 -0.4707
H 5.4057 -4.5406 -1.4537
H 3.8105 -6.1354 -2.5845
H 4.0285 -4.5678 -3.2682
H 1.7809 -5.6796 -1.5628
H 1.6382 -5.0827 -3.2855
H 3.3607 -2.6668 -2.9194
H 2.0722 -1.5287 -2.3784
H 1.7310 -2.6391 -3.7722
C 1.4882 7.7177 -2.0827
C 2.4281 7.0600 -3.1558
C 3.8820 7.6132 -3.4654
N 4.4233 7.1340 -4.9218
C 3.4619 7.7326 -5.9936
C 4.1719 7.9973 -7.2782
C 5.5513 8.6895 -7.1979
C 6.4780 7.8578 -6.2499
C 5.8485 7.7405 -4.8686
C 4.5533 5.5873 -5.0745
H 1.2036 6.9661 -1.3464
H 0.5786 8.1270 -2.5223
H 1.8581 8.5393 -1.4694
H 1.8687 6.8693 -4.0717
H 2.6220 6.0983 -2.6808
H 4.6367 7.3283 -2.7325
H 3.8294 8.7012 -3.5053
H 3.0617 8.6319 -5.5256
H 2.6407 7.0246 -6.1053
H 3.4606 8.4800 -7.9484
H 4.4543 7.0738 -7.7837
H 5.3622 9.6948 -6.8214
H 6.0271 8.8357 -8.1676
H 7.4636 8.2780 -6.0494
H 6.7692 6.8611 -6.5813
H 5.8954 8.7002 -4.3540
H 6.3737 7.2179 -4.0691
H 4.9112 5.2715 -6.0544
H 3.5403 5.1963 -4.9798
H 5.2075 5.2003 -4.2932
Cl -1.0742 1.9332 2.5549
*
```

Löwdin atomic charge list, values in e, 5 entries:
1. C -0.103
2. C -0.237
3. C -0.076
4. N -0.206
5. C -0.073

---

Entry 5:
Here is a structure of composition C27H60F4N5O8S4 from the OMol25 dataset. Energies are from ωB97M-V/def2-TZVPD.

Electronic energy (Eh): -3932.40817
Molecular weight (Da): 787.06
Strongest force on any atom (eV/Å): 6.03

Structure (ORCA input):
```
! wB97M-V def2-TZVPD RIJCOSX def2/J DEFGRID3
* xyz 1 1
C 0.7069 -1.0368 -4.4461
C -0.1113 -1.4590 -3.1972
C -1.4599 -1.9219 -3.7985
N -2.4579 -2.5039 -2.8422
C -2.5316 -1.7247 -1.5687
C -3.6156 -2.1692 -0.5838
C -4.9392 -2.3070 -1.2676
C -4.9167 -3.1463 -2.5924
C -3.8698 -2.4444 -3.4305
C -2.0846 -3.8975 -2.5434
H 0.6306 -1.7058 -5.2518
H 1.7544 -0.9059 -4.2214
H 0.3348 -0.1146 -4.8495
H -0.1953 -0.5720 -2.5287
H 0.3969 -2.2340 -2.6249
H -1.4231 -2.6144 -4.6688
H -1.8673 -0.9632 -4.1402
H -2.6833 -0.6761 -1.8880
H -1.5980 -1.8527 -1.1088
H -3.5821 -1.3396 0.1812
H -3.3065 -3.0347 -0.0393
H -5.3132 -1.3189 -1.5666
H -5.6831 -2.6923 -0.5595
H -5.9137 -3.0727 -3.0414
H -4.7307 -4.2272 -2.4158
H -3.9956 -1.4053 -3.6277
H -3.7712 -3.0082 -4.3545
H -2.0893 -4.3956 -3.5331
H -2.8053 -4.3890 -1.8438
H -1.0818 -3.8289 -2.0874
C 3.0334 -6.1964 3.2858
C 3.1352 -4.7347 3.6818
C 1.7789 -4.2854 4.4420
N 1.3638 -2.8318 4.2422
C 0.2565 -2.4973 5.1509
C 0.6685 -2.1393 6.5952
C 1.8136 -1.1460 6.6562
C 2.9688 -1.6829 5.7849
C 2.4568 -1.8626 4.3431
C 0.7959 -2.8240 2.8606
H 2.9673 -6.8661 4.1464
H 3.8940 -6.3971 2.6994
H 2.2255 -6.3921 2.6630
H 3.1526 -4.0161 2.8719
H 3.9473 -4.5798 4.3669
H 1.9411 -4.5795 5.5030
H 0.9726 -4.9331 3.9885
H -0.3910 -3.3725 5.2123
H -0.1553 -1.6391 4.6522
H 0.9401 -3.1187 7.1074
H -0.1989 -1.7233 7.1279
H 2.1634 -0.9857 7.6619
H 1.5274 -0.1844 6.1961
H 3.4058 -2.6265 6.1602
H 3.8518 -1.0157 5.7876
H 3.1870 -2.1483 3.5568
H 2.0526 -0.9023 3.9923
H 1.5256 -3.2677 2.2591
H 0.5243 -1.8234 2.5303
H -0.0688 -3.5056 2.8367
C -2.8322 5.3171 -0.1938
C -1.3051 5.5211 -0.3762
C -0.3249 4.3896 -0.1801
N 1.0785 4.8058 -0.5972
C 2.1261 3.8506 0.0364
C 3.5400 3.9584 -0.6273
C 3.4464 3.7449 -2.1339
C 2.4830 4.7877 -2.7156
C 1.1508 4.6445 -2.0950
C 1.4317 6.1498 -0.1872
H -3.2382 4.6345 -0.9573
H -3.4277 6.2351 -0.1261
H -2.9545 4.7843 0.7453
H -0.9785 6.3042 0.3314
H -1.0643 6.0020 -1.3382
H -0.4913 3.4986 -0.7889
H -0.1818 4.1947 0.8611
H 1.7817 2.8173 0.0253
H 2.1189 4.1007 1.0821
H 4.0206 3.1403 -0.1188
H 3.9485 4.8947 -0.3722
H 3.0723 2.7507 -2.3799
H 4.4434 3.7869 -2.5439
H 2.3506 4.6566 -3.8308
H 2.8718 5.8232 -2.5152
H 0.8204 3.6544 -2.2710
H 0.4215 5.3705 -2.4841
H 0.9860 6.3550 0.7925
H 0.9991 6.9398 -0.7987
H 2.5069 6.3073 -0.0978
N 1.1891 -0.8013 0.0578
S 0.2041 0.3310 0.4320
O 0.5615 1.0607 1.6342
O -1.1877 -0.0822 0.3175
F 0.3701 1.3766 -0.7423
S 2.8238 -0.7382 0.0893
O 3.2663 -1.6822 1.0673
O 3.3554 0.6175 0.1160
F 2.9330 -1.3532 -1.3162
N -2.5879 1.2882 -3.9204
S -1.5449 2.4566 -3.4215
O -0.4134 1.7454 -3.0160
O -2.2699 3.4157 -2.6268
F -1.1245 3.1446 -4.7266
S -4.1381 1.6806 -4.0820
O -4.7457 0.5110 -4.6394
O -4.3480 2.9411 -4.6397
F -4.6769 1.9069 -2.6506
*
```

Löwdin atomic charge list, values in e, 5 entries:
1. C -0.072
2. C -0.199
3. C -0.125
4. N -0.284
5. C -0.141

---

Question: Which of these has the highest molecular weight?
Answer: C27H60F4N5O8S4